i) {
  "formula": "C16H48NO11",
  "method": "ωB97M-V/def2-TZVPD",
  "elements": ["N", "O", "O", "O", "C", "C", "O", "H", "H", "H", "H", "H", "H", "C", "C", "O", "H", "H", "H", "H", "H", "H", "C", "C", "O", "H", "H", "H", "H", "H", "H", "C", "C", "O", "H", "H", "H", "H", "H", "H", "C", "C", "O", "H", "H", "H", "H", "H", "H", "C", "C", "O", "H", "H", "H", "H", "H", "H", "C", "C", "O", "H", "H", "H", "H", "H", "H", "C", "C", "O", "H", "H", "H", "H", "H", "H"],
  "coordinates": [[51.9134, 23.6632, 32.3871], [51.2210, 24.6485, 32.6511], [51.3405, 22.6432, 32.0563], [53.1008, 23.6156, 32.9053], [56.0757, 25.8995, 36.1036], [55.0935, 25.7369, 34.9791], [54.8769, 24.4074, 34.7145], [57.0238, 25.7182, 35.7124], [55.9384, 25.2551, 36.9213], [56.2871, 27.2026, 36.2843], [55.6193, 26.1834, 34.2255], [54.1976, 26.2409, 35.1310], [53.9836, 24.2569, 34.1643], [54.5002, 19.0686, 31.8347], [53.6431, 20.3623, 31.9439], [54.4806, 21.3447, 32.3452], [54.9751, 18.9542, 32.8318], [55.1893, 19.1185, 31.0396], [53.8735, 18.1095, 31.6221], [52.8448, 20.1028, 32.5041], [52.9848, 20.8364, 31.0472], [53.9095, 22.1219, 32.4623], [53.5786, 27.1306, 29.4752], [53.8824, 25.8112, 30.0008], [54.8003, 25.1242, 29.1506], [53.2133, 27.0593, 28.3904], [54.6341, 27.6596, 29.4084], [52.6067, 27.4529, 29.9757], [53.0493, 24.9418, 30.1227], [54.4691, 25.8285, 30.8931], [55.2874, 24.5187, 29.6560], [51.1510, 28.2512, 35.9312], [51.2826, 27.3123, 34.7169], [51.3145, 26.0426, 35.0695], [50.3604, 27.9938, 36.3649], [51.1321, 29.3506, 35.4216], [52.0057, 28.2900, 36.5879], [52.0842, 27.4010, 34.2228], [50.5969, 27.3974, 34.0809], [51.2539, 25.3793, 34.4340], [46.7244, 22.8679, 32.3195], [48.2071, 23.1421, 32.3903], [48.5045, 24.4974, 32.4005], [46.3482, 21.8958, 32.3236], [46.4134, 23.6149, 31.5371], [46.4929, 23.1584, 33.3757], [48.3712, 22.9426, 31.3558], [48.6239, 22.5143, 33.2267], [49.4058, 24.5079, 32.5336], [48.4665, 20.3190, 29.6684], [49.0794, 19.7656, 30.9560], [48.1607, 19.0484, 31.6665], [48.0651, 21.3460, 29.9958], [48.1808, 19.6607, 29.1380], [49.4074, 20.7295, 29.1010], [49.4741, 20.5924, 31.5017], [49.9291, 19.1261, 30.5702], [48.3561, 18.7952, 32.4902], [51.7461, 23.7957, 27.5379], [51.0132, 23.3621, 28.7567], [51.6235, 22.2824, 29.2825], [51.4991, 24.7471, 27.0598], [51.8733, 22.9151, 27.0474], [52.8305, 23.9645, 27.8611], [49.8936, 23.0018, 28.5485], [50.9740, 24.2573, 29.5644], [51.8184, 22.6286, 30.2331], [51.6074, 20.5213, 36.2678], [51.5951, 21.6097, 35.1315], [50.6689, 21.1112, 34.2355], [50.5994, 20.5545, 36.7566], [52.2698, 20.8641, 36.9924], [52.0382, 19.6019, 36.0845], [52.5903, 21.5382, 34.6867], [51.3110, 22.6075, 35.5091], [50.9514, 21.4000, 33.3579]],
  "lowdin_charge": [-0.46, 0.01, -0.01, -0.06, -0.08, -0.40, -0.09, 0.02, 0.04, 0.16, 0.07, 0.08, 0.10, -0.07, -0.38, -0.07, 0.08, 0.03, 0.09, 0.04, 0.14, 0.03, -0.11, -0.37, -0.10, 0.09, 0.13, 0.10, 0.13, 0.10, 0.05, -0.01, -0.36, -0.01, -0.02, 0.13, 0.07, 0.05, 0.06, 0.02, -0.09, -0.38, -0.04, 0.04, 0.10, 0.08, 0.07, 0.13, -0.02, -0.03, -0.34, -0.01, 0.10, -0.05, 0.10, 0.08, 0.13, 0.02, -0.09, -0.43, -0.11, 0.08, 0.04, 0.09, 0.13, 0.14, 0.08, -0.07, -0.30, -0.10, 0.09, 0.03, 0.04, 0.11, 0.12, 0.03],
  "molar_mass_da": 430.6,
  "orbital_gap_ev": 9.4,
  "charge": -1,
  "homo_ha": -0.2470
}

ii) {
  "formula": "C16H48NO11",
  "method": "ωB97M-V/def2-TZVPD",
  "elements": ["N", "O", "O", "O", "C", "C", "O", "H", "H", "H", "H", "H", "H", "C", "C", "O", "H", "H", "H", "H", "H", "H", "C", "C", "O", "H", "H", "H", "H", "H", "H", "C", "C", "O", "H", "H", "H", "H", "H", "H", "C", "C", "O", "H", "H", "H", "H", "H", "H", "C", "C", "O", "H", "H", "H", "H", "H", "H", "C", "C", "O", "H", "H", "H", "H", "H", "H", "C", "C", "O", "H", "H", "H", "H", "H", "H"],
  "coordinates": [[0.4417, 0.1180, 0.1389], [0.5127, 0.4440, 1.3789], [0.6367, 0.9070, -0.7931], [-0.0343, -1.0730, -0.1111], [-2.6423, 0.5580, 3.3809], [-3.5743, -0.6220, 3.4649], [-4.4303, -0.7610, 2.3189], [-2.0823, 0.5920, 2.4079], [-2.2263, 0.7690, 4.3709], [-3.5343, 1.5200, 3.2429], [-4.0903, -0.5950, 4.3659], [-2.9213, -1.5320, 3.5649], [-3.9423, -1.0490, 1.6079], [-0.2193, -1.5970, -4.9541], [-0.3563, -1.0970, -3.5351], [0.7157, -1.6010, -2.8191], [0.6777, -1.2890, -5.4651], [-1.0943, -1.0440, -5.4041], [-0.1683, -2.6030, -5.1881], [-1.3713, -1.1760, -3.1011], [-0.0913, -0.0690, -3.5591], [0.5247, -1.4930, -1.8061], [5.4997, -0.3290, 0.7499], [3.9857, 0.2240, 0.6939], [3.4637, -0.0510, 2.0089], [5.5157, -1.3710, 0.7459], [6.0087, 0.0860, 1.4399], [6.0177, -0.0400, -0.0471], [3.2997, -0.4030, -0.0771], [4.1087, 1.1630, 0.3499], [2.4727, -0.0650, 1.9039], [-4.6943, -2.9420, -0.7381], [-3.2133, -2.4990, -0.7911], [-2.7243, -2.2600, 0.5119], [-4.9483, -3.2610, -1.8371], [-5.3283, -1.9550, -0.4391], [-4.8803, -3.7390, -0.0141], [-3.0033, -1.6500, -1.4211], [-2.4843, -3.2540, -1.2721], [-1.8633, -1.9280, 0.4199], [-3.1573, 1.2170, -0.8291], [-2.4703, 2.6510, -1.0081], [-1.4393, 2.5080, -1.8001], [-3.4453, 0.9940, -1.9181], [-4.1393, 1.2080, -0.1761], [-2.4953, 0.4880, -0.3401], [-2.2973, 2.9950, 0.0159], [-3.3213, 3.2200, -1.5211], [-0.8943, 1.7770, -1.3141], [1.4517, 5.3240, 1.7009], [1.4647, 3.8560, 1.2639], [0.2797, 3.2250, 1.6929], [0.7517, 6.0050, 1.0229], [2.5137, 5.5210, 1.4879], [1.2137, 5.6250, 2.6689], [2.2777, 3.1960, 1.3949], [1.4797, 3.7990, 0.2229], [0.3077, 2.3660, 1.1829], [0.5807, -4.0350, 3.7499], [0.2297, -3.0410, 2.6109], [-0.1913, -1.7850, 3.1529], [0.6207, -5.0130, 3.4829], [-0.1663, -4.1830, 4.4949], [1.5227, -3.8850, 4.1549], [-0.4673, -3.5290, 2.0839], [1.0467, -2.9540, 1.9049], [-0.1213, -1.1640, 2.2729], [3.7557, 0.3830, -3.2461], [3.5267, 1.8560, -2.9671], [2.1297, 2.0160, -2.8671], [4.8377, 0.1870, -3.4881], [3.1837, 0.0960, -4.2331], [3.8427, -0.3420, -2.4641], [3.8927, 2.3000, -3.8831], [4.0407, 2.3280, -2.2111], [1.6907, 1.7540, -1.9861]],
  "lowdin_charge": [-0.43, -0.04, -0.02, -0.05, -0.09, -0.35, -0.07, 0.06, 0.06, 0.15, 0.08, 0.11, -0.02, -0.08, -0.36, -0.12, 0.06, 0.09, 0.04, 0.11, 0.09, 0.08, -0.03, -0.24, -0.10, 0.06, 0.00, 0.02, 0.15, 0.05, 0.06, -0.08, -0.34, -0.08, 0.10, 0.12, 0.06, 0.07, 0.13, 0.01, -0.09, -0.42, -0.07, 0.09, 0.10, 0.04, 0.10, 0.13, 0.10, -0.07, -0.34, -0.10, 0.12, 0.07, 0.03, 0.09, 0.08, 0.05, -0.06, -0.30, -0.12, 0.03, 0.07, 0.05, 0.05, 0.11, 0.10, -0.10, -0.33, -0.11, 0.07, 0.12, 0.04, 0.10, 0.07, 0.08],
  "molar_mass_da": 430.6,
  "orbital_gap_ev": 9.5,
  "charge": -1,
  "homo_ha": -0.2525
}

Decreasing stability: ii), i)